A cluster of 2 separate species, C2H6BrNO in total, computed with wB97M-V/def2-TZVPD.

Structure (ORCA input):
```
! wB97M-V def2-TZVPD RIJCOSX def2/J DEFGRID3
* xyz 0 1
C 0.477 -0.880 -0.277
C -1.349 0.407 0.231
N 1.363 -0.162 0.434
O -1.248 1.617 -0.289
Br 3.180 0.147 -0.153
H 0.160 -1.706 0.227
H 0.211 -0.676 -1.278
H -1.660 0.399 1.264
H -1.755 -0.448 -0.424
H 1.480 -0.250 1.433
H -0.859 1.552 -1.167
*
```

The total energy comes out at -75746.5427 eV. Its LUMO energy (alpha / beta) is 0.16 / 0.35 eV. The calculation puts the relative energy (zero: lowest compared OMol25 entry of this formula, charge and spin) at 86.2 kcal/mol. As for the gap between HOMO and LUMO (alpha / beta): 7.320 / 7.382 eV.



The molecule C4H7NO, computed with wB97M-V/def2-TZVPD.

Structure (ORCA input):
```
! wB97M-V def2-TZVPD RIJCOSX def2/J DEFGRID3
* xyz 0 1
C 1.274 -0.363 -0.213
O 1.086 -0.227 1.193
C -0.388 0.130 1.372
C -0.793 0.570 -0.019
N -1.287 0.175 -1.435
C -0.110 -0.428 -0.799
H 1.744 -1.368 -0.453
H 1.931 0.255 -0.854
H -0.977 -0.830 1.713
H -0.453 0.764 2.338
H -0.486 1.593 -0.256
H -1.045 1.191 -1.917
H -0.494 -1.461 -0.671
*
```

The total energy comes out at -7793.1621 eV. Its LUMO energy is 0.87 eV. The calculation puts the relative energy (zero: lowest compared OMol25 entry of this formula, charge and spin) at 149.5 kcal/mol. As for the gap between HOMO and LUMO: 10.077 eV. Its structure (SMILES) is C1OC[C@@H]2N[C@@H]12.



A structure of composition C20H25N3O2, computed with wB97M-V/def2-TZVPD.

Structure (ORCA input):
```
! wB97M-V def2-TZVPD RIJCOSX def2/J DEFGRID3
* xyz 0 1
C 1.201 3.049 -0.553
N 0.275 2.664 0.405
C 0.177 3.702 1.348
H -0.158 4.722 0.761
H 1.183 4.244 1.686
H -0.568 3.743 2.160
C 0.542 1.689 1.279
C 2.121 1.461 1.783
C 2.515 1.848 3.075
C 3.778 1.681 3.093
C 4.261 1.115 2.065
O 3.259 1.086 1.155
H 5.117 1.061 1.302
H 4.451 1.788 4.040
H 1.867 2.187 3.804
C 0.433 0.384 0.366
N -0.839 0.477 -0.573
C -0.793 0.502 -1.805
O 0.302 0.222 -2.553
C -2.167 0.605 -2.340
H -1.907 0.577 -3.585
H -2.462 1.641 -1.984
C -3.166 -0.484 -1.909
H -3.329 -0.384 -0.750
H -3.898 -0.266 -2.488
C -2.899 -1.909 -2.529
C -1.646 -2.215 -2.059
C -0.352 -2.683 -2.589
N 0.529 -2.864 -1.707
C -0.007 -3.023 -0.525
C 0.765 -3.496 0.681
C 0.027 -3.366 1.719
C -1.443 -3.082 1.788
C -2.060 -2.575 0.511
C -1.297 -2.599 -0.606
H -3.067 -2.594 0.690
H -1.882 -3.094 2.560
H 0.191 -3.630 2.941
H 1.753 -3.692 0.730
H 1.582 -3.111 -1.872
H -0.408 -2.355 -3.658
H -3.748 -2.420 -1.913
H -2.801 -1.746 -3.542
H -1.619 0.632 -0.023
H 0.633 -0.601 0.914
H 1.212 0.183 -0.567
H -0.213 1.473 1.921
H 2.153 3.294 -0.349
H 1.410 2.154 -1.335
H 0.995 4.005 -0.963
*
```

The total energy comes out at -29696.3033 eV. Its LUMO energy is 0.64 eV. The calculation puts the relative energy (zero: lowest compared OMol25 entry of this formula, charge and spin) at 382.2 kcal/mol. As for the gap between HOMO and LUMO: 7.865 eV.



What did the third record say?
A structure of composition C20H25N3O2, computed with wB97M-V/def2-TZVPD.

Structure (ORCA input):
```
! wB97M-V def2-TZVPD RIJCOSX def2/J DEFGRID3
* xyz 0 1
C 1.201 3.049 -0.553
N 0.275 2.664 0.405
C 0.177 3.702 1.348
H -0.158 4.722 0.761
H 1.183 4.244 1.686
H -0.568 3.743 2.160
C 0.542 1.689 1.279
C 2.121 1.461 1.783
C 2.515 1.848 3.075
C 3.778 1.681 3.093
C 4.261 1.115 2.065
O 3.259 1.086 1.155
H 5.117 1.061 1.302
H 4.451 1.788 4.040
H 1.867 2.187 3.804
C 0.433 0.384 0.366
N -0.839 0.477 -0.573
C -0.793 0.502 -1.805
O 0.302 0.222 -2.553
C -2.167 0.605 -2.340
H -1.907 0.577 -3.585
H -2.462 1.641 -1.984
C -3.166 -0.484 -1.909
H -3.329 -0.384 -0.750
H -3.898 -0.266 -2.488
C -2.899 -1.909 -2.529
C -1.646 -2.215 -2.059
C -0.352 -2.683 -2.589
N 0.529 -2.864 -1.707
C -0.007 -3.023 -0.525
C 0.765 -3.496 0.681
C 0.027 -3.366 1.719
C -1.443 -3.082 1.788
C -2.060 -2.575 0.511
C -1.297 -2.599 -0.606
H -3.067 -2.594 0.690
H -1.882 -3.094 2.560
H 0.191 -3.630 2.941
H 1.753 -3.692 0.730
H 1.582 -3.111 -1.872
H -0.408 -2.355 -3.658
H -3.748 -2.420 -1.913
H -2.801 -1.746 -3.542
H -1.619 0.632 -0.023
H 0.633 -0.601 0.914
H 1.212 0.183 -0.567
H -0.213 1.473 1.921
H 2.153 3.294 -0.349
H 1.410 2.154 -1.335
H 0.995 4.005 -0.963
*
```

The total energy comes out at -29696.3033 eV. Its LUMO energy is 0.64 eV. The calculation puts the relative energy (zero: lowest compared OMol25 entry of this formula, charge and spin) at 382.2 kcal/mol. As for the gap between HOMO and LUMO: 7.865 eV.



What is the formula in the first record?
C2H6BrNO



Among the records above, which one has the highest relative energy (zero: lowest compared OMol25 entry of this formula, charge and spin)?
C20H25N3O2



relative energy (zero: lowest compared OMol25 entry of this formula, charge and spin) of number 1 (C2H6BrNO)?
86.2 kcal/mol